# 1
Molecular formula: C16H12ClN3O3S
Method: DFT, ωB97M-V with the def2-TZVPD basis set

ORCA input file:
```
! RIJCOSX wB97M-V def2-TZVPD def2/J DEFGRID3
* xyz 0 1
C 3.383 -2.722 0.634
C 3.408 -1.714 -0.504
O 2.162 -1.025 -0.659
C 1.953 0.022 0.150
O 2.678 0.352 1.048
C 0.724 0.754 -0.273
N 0.849 2.060 -0.444
N -0.099 2.769 -0.949
C -1.172 2.142 -1.441
C -2.103 2.903 -2.216
C -3.280 2.474 -2.784
C -3.949 3.499 -3.467
C -3.276 4.686 -3.413
S -1.815 4.581 -2.527
N -1.434 0.850 -1.216
C -0.537 0.155 -0.550
O -0.916 -1.080 -0.214
C -0.334 -1.767 0.826
C 0.065 -1.152 2.007
C 0.568 -1.917 3.043
C 0.655 -3.294 2.903
Cl 1.289 -4.246 4.194
C 0.231 -3.915 1.737
C -0.261 -3.150 0.698
H 2.600 -3.458 0.475
H 4.343 -3.227 0.682
H 3.204 -2.216 1.579
H 4.192 -0.970 -0.327
H 3.570 -2.206 -1.464
H -3.625 1.461 -2.695
H -4.886 3.368 -3.978
H -3.565 5.622 -3.848
H -0.027 -0.083 2.132
H 0.887 -1.443 3.957
H 0.290 -4.988 1.645
H -0.595 -3.607 -0.220
*
```

HOMO   -8.8 eV
SMILES string   CCOC(=O)c1nnc(-c2cccs2)nc1Oc1ccc(Cl)cc1
HOMO-LUMO gap   8.381 eV

# 2
Molecular formula: C36H34F5N3
Method: DFT, ωB97M-V with the def2-TZVPD basis set

ORCA input file:
```
! RIJCOSX wB97M-V def2-TZVPD def2/J DEFGRID3
* xyz 0 1
F 3.385 5.420 -1.212
C 4.532 5.870 -1.737
C 4.792 7.283 -1.735
C 6.034 7.713 -2.207
C 7.039 6.805 -2.440
C 6.792 5.437 -2.469
C 5.490 4.981 -2.149
H 4.140 8.016 -1.282
H 6.256 8.770 -2.209
H 8.015 7.049 -2.833
H 7.530 4.682 -2.697
H 5.239 3.938 -2.277
F -2.975 7.919 -2.848
C -2.834 6.608 -3.159
C -2.348 6.344 -4.398
C -2.358 5.042 -4.888
C -2.903 4.017 -4.083
C -3.286 4.231 -2.758
C -3.355 5.572 -2.381
H -2.039 7.228 -4.936
H -2.135 4.753 -5.904
H -2.983 3.001 -4.439
H -3.644 3.480 -2.068
H -3.749 5.826 -1.408
F -6.782 5.159 3.867
C -6.816 3.866 4.332
C -6.194 3.535 5.523
C -6.182 2.243 5.881
C -6.716 1.234 5.084
C -7.294 1.612 3.867
C -7.452 2.895 3.514
H -5.779 4.382 6.049
H -5.868 2.094 6.903
H -6.624 0.190 5.345
H -7.723 0.854 3.229
H -7.902 3.177 2.574
F 6.790 -4.762 -0.686
C 6.312 -6.023 -0.419
C 5.429 -6.198 0.637
C 4.892 -7.416 0.904
C 5.266 -8.525 0.193
C 6.225 -8.368 -0.839
C 6.762 -7.137 -1.136
H 5.013 -5.347 1.154
H 4.200 -7.608 1.711
H 4.944 -9.459 0.629
H 6.531 -9.288 -1.316
H 7.417 -7.095 -1.993
F -1.896 -8.146 -4.551
C -1.364 -6.886 -4.534
C -1.185 -6.196 -5.712
C -0.626 -4.932 -5.694
C -0.265 -4.346 -4.520
C -0.370 -5.036 -3.335
C -0.963 -6.321 -3.292
H -1.581 -6.628 -6.619
H -0.463 -4.394 -6.616
H 0.226 -3.386 -4.456
H -0.243 -4.514 -2.398
H -1.046 -6.929 -2.404
C -4.994 -8.936 2.601
C -5.143 -7.494 2.294
N -5.273 -6.350 2.044
H -5.786 -9.490 2.098
H -4.956 -9.181 3.662
H -4.138 -9.323 2.048
C -1.239 0.062 3.335
C 0.144 0.182 2.825
N 1.188 0.275 2.379
H -1.269 0.148 4.421
H -1.575 -0.929 3.031
H -1.850 0.836 2.870
C 3.818 5.974 5.379
C 3.148 4.969 6.210
N 2.673 4.137 6.891
H 4.116 6.849 5.956
H 3.057 6.305 4.671
H 4.766 5.682 4.928
*
```

HOMO   -9.2 eV
SMILES string   Fc1ccccc1.Fc1ccccc1.Fc1ccccc1.Fc1ccccc1.Fc1ccccc1.CC#N.CC#N.CC#N
HOMO-LUMO gap   9.710 eV

# 3
Molecular formula: C18H15N5
Method: DFT, ωB97M-V with the def2-TZVPD basis set

ORCA input file:
```
! RIJCOSX wB97M-V def2-TZVPD def2/J DEFGRID3
* xyz 0 1
C -4.289 -1.377 -0.920
C -4.395 -0.737 -2.142
C -3.435 0.286 -2.505
C -2.434 0.612 -1.640
C -2.463 0.117 -0.324
C -3.261 -1.033 -0.023
C -1.486 0.915 0.528
C -0.803 1.950 -0.294
N 0.470 2.538 0.149
C 1.643 1.878 -0.104
N 2.027 1.520 -1.238
C 2.978 0.522 -1.301
N 3.598 0.007 -0.239
C 3.241 0.422 0.937
C 2.254 1.465 1.076
N 2.074 1.792 2.337
N 3.068 1.018 2.982
C 3.515 1.133 4.348
C 4.598 0.361 4.763
C 5.237 -0.615 3.864
C 4.954 -0.542 2.495
C 3.879 0.255 2.105
C -1.122 1.393 -1.702
H -5.093 -2.085 -0.628
H -5.076 -0.952 -2.947
H -3.392 0.724 -3.544
H -3.359 -1.557 0.885
H -0.800 0.299 1.062
H -2.189 1.401 1.196
H -1.489 2.833 -0.168
H 0.394 3.014 1.041
H 3.381 0.186 -2.179
H 3.002 1.949 4.891
H 5.034 0.265 5.761
H 5.912 -1.421 4.207
H 5.432 -1.216 1.791
H -0.442 0.616 -1.913
H -1.054 2.172 -2.497
*
```

HOMO   -7.8 eV
SMILES string   c1ccc2c(c1)CC(Nc1ncnc3c1nn1ccccc31)C2
HOMO-LUMO gap   7.743 eV

# 4
Molecular formula: C3H4N2O2
Method: DFT, ωB97M-V with the def2-TZVPD basis set

ORCA input file:
```
! RIJCOSX wB97M-V def2-TZVPD def2/J DEFGRID3
* xyz 0 1
O -0.547 0.213 2.414
C -0.255 0.049 1.117
C -0.086 -1.152 0.388
N 0.125 -0.876 -0.867
C 0.103 0.475 -0.910
O 0.564 0.979 -2.164
N -0.064 1.028 0.265
H -0.661 1.123 2.538
H -0.506 -2.163 0.707
H 0.682 -1.541 -1.553
H 0.646 1.865 -1.934
*
```

HOMO   -7.7 eV
SMILES string   Oc1c[nH]c(O)n1
HOMO-LUMO gap   8.497 eV

# 5
Molecular formula: C12H14Cl5F6IrO3SSb
Method: DFT, ωB97M-V with the def2-TZVPD basis set

ORCA input file:
```
! RIJCOSX wB97M-V def2-TZVPD def2/J DEFGRID3
* xyz 1 1
Ir 0.197 0.329 -0.322
C -2.754 1.673 -0.665
O -2.022 0.619 -0.001
C -2.800 -0.582 0.098
C -1.960 -1.598 0.816
O -0.659 -1.643 0.245
C -0.389 -2.585 -0.815
C -0.794 -2.052 -2.166
O -0.271 -0.730 -2.272
C -0.333 -0.179 -3.598
H -3.656 1.891 -0.095
H -2.118 2.545 -0.698
H -3.028 1.361 -1.674
H -3.697 -0.381 0.687
H -3.107 -0.905 -0.899
H -1.817 -1.281 1.850
H -2.423 -2.584 0.810
H 0.689 -2.730 -0.785
H -0.883 -3.535 -0.611
H -0.359 -2.698 -2.932
H -1.878 -2.025 -2.311
H 0.098 -0.885 -4.305
H -1.368 0.038 -3.870
H 0.251 0.735 -3.601
F 1.867 -0.643 -0.673
Sb 3.988 -0.568 -0.839
F 3.697 -2.408 -0.932
F 3.543 -0.392 -2.649
F 5.812 -0.525 -1.135
F 3.675 1.272 -0.627
F 4.069 -0.691 1.013
Cl -0.214 3.559 0.565
C 0.234 2.442 1.828
C 0.508 1.109 1.517
C 0.955 0.305 2.574
Cl 1.421 -1.331 2.301
C 1.046 0.796 3.876
Cl 1.543 -0.232 5.150
C 0.728 2.126 4.150
Cl 0.814 2.724 5.749
C 0.351 2.964 3.111
Cl 0.038 4.625 3.408
S 1.005 2.070 -1.271
*
```

HOMO (alpha / beta)   -12.1 / -12.1 eV
HOMO-LUMO gap (alpha / beta)   5.765 / 5.731 eV

# 6
Molecular formula: C6H12O
Method: DFT, ωB97M-V with the def2-TZVPD basis set

ORCA input file:
```
! RIJCOSX wB97M-V def2-TZVPD def2/J DEFGRID3
* xyz 0 1
C -1.489 -0.744 2.212
C -0.547 -0.571 1.285
C -0.494 -1.035 -0.159
C -0.355 0.188 -1.083
C -0.016 1.420 -0.652
C -0.375 -0.124 -2.536
H -2.500 -1.015 1.902
H -1.305 -0.957 3.266
H 0.427 -0.293 1.671
H -1.375 -1.625 -0.389
H 0.493 -1.503 -0.215
H 0.072 2.290 -1.282
H -0.140 1.691 0.393
H -0.883 0.601 -3.153
H -0.815 -1.105 -2.717
H 0.591 -0.055 -3.085
O 2.448 0.700 1.012
H 3.291 0.244 1.090
H 2.697 1.521 0.577
*
```

HOMO   -9.0 eV
SMILES string   C=CCC(=C)C.O
HOMO-LUMO gap   9.645 eV

no.,largest force on an atom (eV/A),molecular weight (g/mol)
1,1.32,361.810
2,3.63,603.679
3,4.32,301.353
4,7.65,100.077
5,2.12,843.538
6,3.14,100.161